Arrangement 1

{"formula": "C84H182N10O12", "method": "ωB97M-V with the def2-TZVPD basis set", "smiles": "CC1(C)CCCC(C)(C)N1O.CC1(C)CCCC(C)(C)N1O.CC1(C)CCCC(C)(C)N1O.CC1(C)CCCC(C)(C)N1O.CC1(C)CCCC(C)(C)N1O.CC1(C)CCCC(C)(C)N1O.CC1(C)CCCC(C)(C)N1O.CC1(C)CCCC(C)(C)N1O.COCCNCCOC.COCCNCCOC", "gap_ev": 8.908, "e_homo_ev": -8.47, "elements": ["C", "C", "C", "C", "C", "C", "C", "C", "C", "N", "O", "H", "H", "H", "H", "H", "H", "H", "H", "H", "H", "H", "H", "H", "H", "H", "H", "H", "H", "H", "C", "C", "C", "C", "C", "C", "C", "C", "C", "N", "O", "H", "H", "H", "H", "H", "H", "H", "H", "H", "H", "H", "H", "H", "H", "H", "H", "H", "H", "H", "C", "C", "C", "C", "C", "C", "C", "C", "C", "N", "O", "H", "H", "H", "H", "H", "H", "H", "H", "H", "H", "H", "H", "H", "H", "H", "H", "H", "H", "H", "C", "C", "C", "C", "C", "C", "C", "C", "C", "N", "O", "H", "H", "H", "H", "H", "H", "H", "H", "H", "H", "H", "H", "H", "H", "H", "H", "H", "H", "H", "C", "C", "C", "C", "C", "C", "C", "C", "C", "N", "O", "H", "H", "H", "H", "H", "H", "H", "H", "H", "H", "H", "H", "H", "H", "H", "H", "H", "H", "H", "C", "C", "C", "C", "C", "C", "C", "C", "C", "N", "O", "H", "H", "H", "H", "H", "H", "H", "H", "H", "H", "H", "H", "H", "H", "H", "H", "H", "H", "H", "C", "C", "C", "C", "C", "C", "C", "C", "C", "N", "O", "H", "H", "H", "H", "H", "H", "H", "H", "H", "H", "H", "H", "H", "H", "H", "H", "H", "H", "H", "C", "C", "C", "C", "C", "C", "C", "C", "C", "N", "O", "H", "H", "H", "H", "H", "H", "H", "H", "H", "H", "H", "H", "H", "H", "H", "H", "H", "H", "H", "C", "O", "C", "C", "N", "C", "C", "O", "C", "H", "H", "H", "H", "H", "H", "H", "H", "H", "H", "H", "H", "H", "H", "H", "C", "O", "C", "C", "N", "C", "C", "O", "C", "H", "H", "H", "H", "H", "H", "H", "H", "H", "H", "H", "H", "H", "H", "H"], "positions_angstrom": [[7.872, -1.198, 2.043], [7.222, -1.116, 3.435], [7.662, 0.251, 4.037], [5.698, -0.973, 3.362], [5.195, -1.634, 4.687], [5.495, -3.139, 4.574], [7.044, -3.478, 4.379], [7.518, -4.306, 5.570], [7.140, -4.336, 3.110], [7.679, -2.176, 4.398], [9.071, -2.223, 4.226], [7.372, -0.503, 1.342], [8.876, -0.796, 2.030], [7.932, -2.242, 1.614], [7.429, 0.366, 5.060], [8.719, 0.281, 4.047], [7.203, 1.042, 3.514], [5.371, 0.053, 3.328], [5.306, -1.467, 2.454], [5.722, -1.181, 5.553], [4.084, -1.442, 4.733], [4.979, -3.564, 3.657], [5.024, -3.628, 5.425], [8.548, -4.597, 5.523], [6.872, -5.218, 5.694], [7.354, -3.716, 6.467], [6.593, -5.253, 3.178], [8.215, -4.436, 2.955], [6.690, -3.802, 2.285], [9.489, -2.024, 5.078], [-9.277, -1.321, -2.267], [-7.847, -1.371, -2.792], [-8.043, -2.085, -4.164], [-7.417, 0.096, -3.001], [-5.907, 0.303, -3.164], [-5.184, -0.408, -2.045], [-5.489, -1.900, -2.010], [-4.860, -2.723, -3.155], [-4.964, -2.534, -0.716], [-6.952, -2.037, -1.887], [-7.169, -3.461, -1.890], [-9.837, -0.655, -2.866], [-9.768, -2.240, -2.389], [-9.300, -1.107, -1.211], [-8.392, -3.127, -4.098], [-8.860, -1.636, -4.727], [-7.224, -2.104, -4.928], [-7.972, 0.437, -3.900], [-7.864, 0.660, -2.181], [-5.525, -0.074, -4.159], [-5.727, 1.366, -3.045], [-5.472, 0.086, -1.057], [-4.099, -0.262, -2.109], [-5.152, -3.809, -3.294], [-3.781, -2.765, -2.972], [-5.091, -2.340, -4.176], [-5.511, -2.108, 0.151], [-3.900, -2.297, -0.703], [-4.979, -3.608, -0.885], [-7.623, -3.694, -1.097], [0.475, 2.221, 6.542], [-0.819, 1.517, 6.361], [-0.412, 0.005, 6.099], [-1.743, 1.663, 7.571], [-2.986, 0.863, 7.381], [-3.784, 1.482, 6.254], [-2.969, 1.636, 4.959], [-3.032, 0.246, 4.213], [-3.487, 2.656, 3.944], [-1.598, 2.129, 5.267], [-0.828, 1.940, 4.021], [1.393, 1.558, 6.607], [0.669, 2.907, 5.731], [0.560, 2.931, 7.454], [0.349, 0.134, 5.275], [0.230, -0.284, 6.962], [-1.100, -0.700, 5.726], [-1.272, 1.277, 8.507], [-1.983, 2.722, 7.706], [-2.698, -0.244, 7.315], [-3.605, 1.004, 8.315], [-4.079, 2.498, 6.605], [-4.727, 0.997, 5.980], [-3.796, 0.105, 3.484], [-3.014, -0.598, 4.882], [-2.083, 0.110, 3.595], [-2.755, 2.947, 3.231], [-3.762, 3.586, 4.458], [-4.460, 2.287, 3.438], [-0.161, 2.662, 4.082], [7.089, -7.555, -4.637], [6.331, -6.194, -4.335], [5.822, -5.706, -5.645], [5.102, -6.399, -3.399], [5.357, -6.488, -1.881], [6.291, -5.315, -1.490], [7.553, -5.223, -2.288], [8.232, -3.898, -1.877], [8.567, -6.371, -1.974], [7.136, -5.134, -3.750], [8.146, -4.710, -4.634], [7.295, -8.105, -3.725], [6.403, -8.199, -5.213], [7.957, -7.267, -5.076], [5.224, -6.444, -6.173], [5.152, -4.823, -5.376], [6.613, -5.485, -6.357], [4.480, -5.473, -3.524], [4.502, -7.282, -3.746], [4.385, -6.348, -1.390], [5.678, -7.438, -1.430], [6.546, -5.286, -0.450], [5.748, -4.328, -1.582], [7.482, -3.114, -1.981], [9.152, -3.680, -2.512], [8.369, -3.979, -0.769], [9.332, -6.579, -2.782], [8.151, -7.345, -1.757], [9.059, -6.183, -1.065], [8.830, -5.461, -4.620], [-8.461, 3.222, 1.779], [-8.182, 1.720, 1.712], [-8.869, 1.116, 0.454], [-6.647, 1.575, 1.803], [-6.165, 0.188, 1.981], [-6.742, -0.253, 3.342], [-8.252, -0.267, 3.360], [-8.842, -1.330, 2.389], [-8.698, -0.612, 4.744], [-8.632, 1.141, 3.007], [-10.119, 1.205, 2.998], [-9.503, 3.546, 1.826], [-7.922, 3.623, 2.682], [-8.137, 3.791, 0.903], [-8.703, 1.938, -0.267], [-8.338, 0.251, 0.083], [-9.910, 0.998, 0.703], [-6.198, 2.026, 0.828], [-6.344, 2.163, 2.691], [-6.444, -0.441, 1.114], [-5.058, 0.238, 1.961], [-6.438, 0.466, 4.076], [-6.379, -1.209, 3.652], [-9.929, -1.333, 2.547], [-8.500, -2.293, 2.635], [-8.622, -1.167, 1.342], [-8.449, -1.612, 4.987], [-9.784, -0.525, 4.758], [-8.191, 0.018, 5.478], [-10.332, 1.874, 3.636], [0.197, 0.816, -6.470], [-0.557, -0.033, -5.472], [0.498, -0.743, -4.574], [-1.566, 0.747, -4.617], [-2.769, 1.211, -5.431], [-3.459, -0.083, -5.929], [-2.514, -0.866, -6.869], [-3.142, -2.241, -7.224], [-2.235, 0.029, -8.124], [-1.319, -1.192, -6.065], [-0.352, -1.856, -7.016], [1.239, 1.049, -6.087], [0.334, 0.288, -7.402], [-0.217, 1.795, -6.722], [1.151, -0.060, -4.102], [0.086, -1.278, -3.738], [1.100, -1.511, -5.139], [-1.854, 0.095, -3.837], [-0.888, 1.547, -4.248], [-3.509, 1.711, -4.801], [-2.485, 1.975, -6.201], [-4.389, 0.153, -6.437], [-3.688, -0.751, -5.013], [-3.576, -2.781, -6.351], [-2.420, -2.930, -7.609], [-3.885, -2.163, -8.049], [-3.201, 0.243, -8.662], [-1.639, -0.547, -8.799], [-1.631, 0.980, -7.993], [-0.321, -2.750, -6.588], [3.745, 2.033, -1.583], [5.303, 1.638, -1.559], [5.767, 1.909, -0.143], [5.341, 0.090, -1.819], [4.944, -0.303, -3.235], [5.798, 0.403, -4.239], [5.857, 1.898, -3.988], [7.105, 2.419, -4.745], [4.578, 2.586, -4.553], [6.163, 2.217, -2.544], [6.103, 3.708, -2.440], [3.235, 1.804, -0.644], [3.630, 3.117, -1.797], [3.246, 1.552, -2.392], [5.281, 1.053, 0.455], [6.778, 1.650, 0.097], [5.447, 2.905, 0.286], [6.358, -0.271, -1.613], [4.657, -0.424, -1.144], [4.799, -1.329, -3.412], [3.920, 0.071, -3.404], [5.460, 0.274, -5.212], [6.833, 0.014, -4.247], [7.988, 1.970, -4.308], [7.171, 3.514, -4.536], [7.037, 2.226, -5.838], [4.738, 2.917, -5.610], [4.418, 3.433, -3.925], [3.686, 1.913, -4.519], [6.797, 4.044, -1.859], [1.675, -1.279, 3.175], [1.581, -1.199, 1.625], [2.862, -0.578, 1.022], [1.224, -2.620, 1.201], [0.661, -2.579, -0.216], [-0.576, -1.711, -0.304], [-0.284, -0.236, 0.129], [0.547, 0.495, -0.843], [-1.648, 0.397, 0.336], [0.277, -0.403, 1.508], [0.499, 0.974, 2.031], [1.948, -0.352, 3.666], [0.668, -1.507, 3.571], [2.454, -2.001, 3.446], [2.745, -0.701, -0.093], [2.905, 0.539, 1.173], [3.731, -1.137, 1.327], [2.175, -3.218, 1.252], [0.494, -3.153, 1.742], [1.512, -2.188, -0.835], [0.425, -3.614, -0.612], [-1.422, -2.098, 0.267], [-0.892, -1.683, -1.363], [0.905, 1.459, -0.464], [-0.003, 0.721, -1.789], [1.374, -0.121, -1.184], [-2.158, 0.367, -0.682], [-1.591, 1.487, 0.519], [-2.111, -0.160, 1.144], [-0.179, 0.929, 2.694], [-7.496, 4.818, -2.559], [-6.110, 4.617, -2.296], [-5.868, 3.919, -1.072], [-4.417, 3.448, -0.940], [-3.590, 4.608, -0.958], [-2.247, 4.493, -0.442], [-1.090, 3.864, -1.242], [-0.623, 4.815, -2.214], [0.464, 4.216, -2.967], [-8.071, 3.906, -2.516], [-7.504, 5.312, -3.510], [-7.844, 5.423, -1.815], [-6.516, 3.040, -1.033], [-6.118, 4.604, -0.300], [-4.151, 2.659, -1.657], [-4.281, 2.988, 0.064], [-3.495, 4.992, -1.885], [-2.252, 3.890, 0.480], [-1.986, 5.548, -0.187], [-1.366, 2.971, -1.857], [-0.367, 3.548, -0.557], [1.338, 4.197, -2.298], [0.734, 4.750, -3.953], [0.262, 3.206, -3.344], [3.244, 2.321, 3.374], [2.891, 2.571, 2.011], [2.400, 3.847, 1.781], [0.946, 4.101, 2.166], [0.663, 4.153, 3.619], [-0.462, 5.068, 3.918], [-0.247, 5.745, 5.293], [0.893, 6.517, 5.265], [1.507, 6.868, 6.492], [2.329, 2.246, 3.966], [3.931, 3.140, 3.671], [3.843, 1.372, 3.339], [2.567, 4.151, 0.691], [3.015, 4.486, 2.379], [0.341, 3.323, 1.687], [0.678, 5.093, 1.787], [1.423, 4.603, 4.150], [-1.350, 4.559, 4.125], [-0.642, 5.795, 3.173], [-0.108, 4.874, 5.970], [-1.174, 6.316, 5.635], [2.470, 7.251, 6.124], [1.554, 6.032, 7.222], [1.008, 7.690, 7.061]], "mulliken_charge": [-1.10, 1.92, -2.51, 0.54, -0.72, -1.33, 2.38, -1.96, -2.04, 0.09, -0.52, 0.03, 0.37, 0.18, 0.39, 0.62, 0.44, -0.48, -0.57, 0.54, 0.22, 0.23, 0.39, 0.38, 0.37, 0.52, 0.48, 0.42, 0.27, 0.35, -2.01, 1.49, -1.65, -0.99, 0.29, 0.80, 1.83, -1.16, -1.69, 1.22, -0.65, 0.39, 0.58, 0.19, 0.34, 0.49, 0.15, 0.60, -0.29, -0.35, 0.33, -0.91, -0.75, 0.23, 0.36, -0.11, 0.32, 0.10, 0.56, 0.32, -1.25, 1.68, -1.57, -1.48, -0.25, -0.96, 1.63, -0.51, -0.53, -0.23, 3.15, 0.26, -0.20, 0.25, -0.13, 0.52, 0.27, 0.34, 0.43, 0.27, 0.44, 0.40, 0.08, -0.59, 0.53, -0.53, -0.47, 0.61, -0.74, -1.45, -1.79, 1.34, -1.64, -0.99, -0.76, -0.95, 1.38, -1.04, -1.61, 0.33, -0.47, 0.32, 0.46, 0.47, 0.38, 0.26, 0.41, 0.32, 0.35, 0.43, 0.37, 0.27, 0.11, 0.08, 0.36, 0.23, 0.17, 0.34, 0.52, 0.37, -1.75, 1.87, -0.46, -0.20, 2.53, -1.93, 2.34, -1.43, -2.15, 0.04, -0.51, 0.46, 0.42, 0.06, 0.38, -0.77, 0.35, -2.17, 0.92, -1.14, -0.54, 0.18, 0.79, 0.40, 0.48, 0.00, 0.43, 0.50, 0.34, 0.35, -1.63, 2.53, -2.23, 0.01, -0.68, -0.60, 2.09, -1.85, -1.81, -0.15, -0.48, 0.04, 0.45, 0.33, 0.14, 0.57, 0.47, 0.04, -0.68, 0.25, 0.36, 0.81, -0.71, 0.19, 0.54, 0.34, 0.31, 0.51, 0.31, 0.37, -0.74, 2.17, -1.04, -1.08, 0.59, -2.10, 1.95, -1.94, -1.28, 0.10, -0.51, 0.00, 0.42, -0.51, -0.48, 0.63, 0.30, 0.65, -0.55, 1.05, -1.24, 0.63, 0.41, 0.47, 0.38, 0.41, 0.47, 0.34, -0.06, 0.34, -1.95, 1.20, 0.27, -1.00, -0.38, -0.91, 2.90, 1.05, -0.76, 0.01, 2.46, -0.42, 0.48, 0.63, -0.79, -0.52, 0.76, 0.33, 0.39, -0.10, 0.45, 0.32, -0.22, -0.66, -0.65, -0.18, -0.67, -1.29, 0.81, -0.72, -0.92, -0.47, -0.01, 0.25, -0.06, -0.39, 1.56, -0.58, -0.01, 0.25, 0.31, 0.41, -0.51, 0.92, -0.05, -0.02, 0.35, -0.57, 0.46, -0.26, -0.57, 0.22, 0.34, -0.30, 0.46, 0.34, -1.23, 0.21, -0.48, 0.07, -0.73, -0.33, -0.67, -0.22, 0.65, -1.20, 0.06, 0.69, -0.76, 0.54, 0.44, -0.60, 0.87, 0.07, 0.47, 0.23, 0.27, 0.28]}

=====

Arrangement 2

{"formula": "C84H182N10O12", "method": "ωB97M-V with the def2-TZVPD basis set", "smiles": "CC1(C)CCCC(C)(C)N1O.CC1(C)CCCC(C)(C)N1O.CC1(C)CCCC(C)(C)N1O.CC1(C)CCCC(C)(C)N1O.CC1(C)CCCC(C)(C)N1O.CC1(C)CCCC(C)(C)N1O.CC1(C)CCCC(C)(C)N1O.CC1(C)CCCC(C)(C)N1O.COCCNCCOC.COCCNCCOC", "gap_ev": 8.289, "e_homo_ev": -7.78, "elements": ["C", "C", "C", "C", "C", "C", "C", "C", "C", "N", "O", "H", "H", "H", "H", "H", "H", "H", "H", "H", "H", "H", "H", "H", "H", "H", "H", "H", "H", "H", "C", "C", "C", "C", "C", "C", "C", "C", "C", "N", "O", "H", "H", "H", "H", "H", "H", "H", "H", "H", "H", "H", "H", "H", "H", "H", "H", "H", "H", "H", "C", "C", "C", "C", "C", "C", "C", "C", "C", "N", "O", "H", "H", "H", "H", "H", "H", "H", "H", "H", "H", "H", "H", "H", "H", "H", "H", "H", "H", "H", "C", "C", "C", "C", "C", "C", "C", "C", "C", "N", "O", "H", "H", "H", "H", "H", "H", "H", "H", "H", "H", "H", "H", "H", "H", "H", "H", "H", "H", "H", "C", "C", "C", "C", "C", "C", "C", "C", "C", "N", "O", "H", "H", "H", "H", "H", "H", "H", "H", "H", "H", "H", "H", "H", "H", "H", "H", "H", "H", "H", "C", "C", "C", "C", "C", "C", "C", "C", "C", "N", "O", "H", "H", "H", "H", "H", "H", "H", "H", "H", "H", "H", "H", "H", "H", "H", "H", "H", "H", "H", "C", "C", "C", "C", "C", "C", "C", "C", "C", "N", "O", "H", "H", "H", "H", "H", "H", "H", "H", "H", "H", "H", "H", "H", "H", "H", "H", "H", "H", "H", "C", "C", "C", "C", "C", "C", "C", "C", "C", "N", "O", "H", "H", "H", "H", "H", "H", "H", "H", "H", "H", "H", "H", "H", "H", "H", "H", "H", "H", "H", "C", "O", "C", "C", "N", "C", "C", "O", "C", "H", "H", "H", "H", "H", "H", "H", "H", "H", "H", "H", "H", "H", "H", "H", "C", "O", "C", "C", "N", "C", "C", "O", "C", "H", "H", "H", "H", "H", "H", "H", "H", "H", "H", "H", "H", "H", "H", "H"], "positions_angstrom": [[14.307, -0.469, 14.951], [13.807, 0.356, 13.770], [14.976, 0.553, 12.752], [12.717, -0.589, 13.122], [11.654, 0.151, 12.200], [11.154, 1.417, 12.908], [12.215, 2.432, 13.541], [12.916, 3.315, 12.457], [11.455, 3.325, 14.535], [13.235, 1.625, 14.286], [14.085, 2.424, 15.001], [15.021, 0.215, 15.411], [13.596, -0.782, 15.715], [14.826, -1.362, 14.602], [14.698, 1.230, 11.944], [15.841, 0.979, 13.259], [15.343, -0.362, 12.288], [13.215, -1.298, 12.461], [12.208, -1.159, 13.899], [12.176, 0.474, 11.299], [10.796, -0.436, 11.872], [10.396, 1.143, 13.643], [10.659, 1.967, 12.107], [12.817, 2.915, 11.448], [13.932, 3.602, 12.728], [12.468, 4.305, 12.548], [11.174, 2.706, 15.387], [10.621, 3.747, 13.974], [11.961, 4.171, 14.999], [13.773, 2.307, 15.901], [10.578, 10.331, 6.003], [9.223, 9.604, 5.875], [8.417, 9.942, 7.151], [8.435, 10.206, 4.633], [7.191, 9.388, 4.286], [7.640, 7.974, 4.006], [8.272, 7.304, 5.236], [7.206, 7.035, 6.328], [8.893, 5.953, 4.738], [9.383, 8.133, 5.718], [10.194, 7.563, 6.709], [11.244, 10.090, 5.175], [10.648, 11.409, 6.155], [11.210, 9.962, 6.811], [7.393, 9.572, 7.195], [8.876, 9.548, 8.058], [8.353, 11.011, 7.352], [8.164, 11.238, 4.856], [9.172, 10.212, 3.831], [6.450, 9.436, 5.083], [6.690, 9.766, 3.395], [8.420, 8.046, 3.248], [6.815, 7.403, 3.579], [7.697, 6.865, 7.286], [6.674, 6.089, 6.224], [6.362, 7.722, 6.393], [9.290, 5.346, 5.552], [9.654, 6.212, 4.002], [8.140, 5.271, 4.343], [10.994, 7.412, 6.201], [5.975, -4.396, 9.963], [6.062, -2.890, 10.050], [6.038, -2.236, 8.623], [4.740, -2.452, 10.948], [4.825, -0.990, 11.406], [6.108, -0.900, 12.196], [7.405, -1.312, 11.541], [7.964, -0.016, 10.778], [8.305, -1.613, 12.800], [7.252, -2.569, 10.776], [8.415, -2.902, 10.095], [5.928, -4.910, 10.923], [5.065, -4.695, 9.442], [6.756, -4.866, 9.365], [5.059, -2.268, 8.145], [6.401, -1.211, 8.695], [6.593, -2.802, 7.876], [3.856, -2.462, 10.310], [4.504, -3.120, 11.775], [4.821, -0.376, 10.505], [3.893, -0.792, 11.935], [5.946, -1.473, 13.109], [6.293, 0.092, 12.609], [8.266, 0.812, 11.419], [7.132, 0.380, 10.197], [8.736, -0.207, 10.032], [8.522, -0.688, 13.335], [9.266, -2.066, 12.556], [7.811, -2.317, 13.469], [8.766, -3.555, 10.704], [8.739, 6.966, 15.799], [8.187, 8.398, 15.514], [8.968, 9.155, 14.357], [6.697, 8.274, 15.061], [5.814, 9.488, 14.967], [5.808, 10.235, 16.315], [7.248, 10.391, 16.946], [7.823, 11.664, 16.351], [7.019, 10.596, 18.482], [8.158, 9.202, 16.771], [9.371, 9.319, 17.361], [9.814, 6.994, 15.620], [8.408, 6.713, 16.806], [8.434, 6.171, 15.118], [8.274, 9.368, 13.545], [9.286, 10.161, 14.632], [9.625, 8.496, 13.790], [6.511, 7.532, 14.284], [6.321, 7.712, 15.916], [6.069, 10.156, 14.145], [4.819, 9.141, 14.690], [5.178, 9.630, 16.968], [5.322, 11.204, 16.196], [7.771, 11.616, 15.264], [8.839, 11.833, 16.707], [7.233, 12.545, 16.602], [7.955, 10.844, 18.983], [6.482, 9.846, 19.063], [6.453, 11.523, 18.574], [9.222, 8.722, 18.099], [12.848, 7.555, 3.869], [13.588, 6.453, 4.632], [12.616, 5.266, 4.666], [14.865, 5.993, 3.789], [16.054, 6.954, 3.924], [16.354, 6.948, 5.489], [15.170, 7.476, 6.361], [15.464, 7.134, 7.736], [15.044, 8.981, 6.137], [13.922, 6.788, 6.024], [12.841, 7.329, 6.678], [12.729, 7.298, 2.817], [11.828, 7.750, 4.201], [13.337, 8.525, 3.960], [12.193, 4.896, 3.732], [13.146, 4.418, 5.099], [11.792, 5.360, 5.374], [15.181, 5.017, 4.158], [14.531, 5.895, 2.755], [16.923, 6.592, 3.376], [15.811, 7.941, 3.530], [17.303, 7.448, 5.686], [16.460, 5.887, 5.714], [15.431, 6.071, 7.977], [14.802, 7.626, 8.448], [16.494, 7.364, 8.010], [15.771, 9.529, 6.737], [14.106, 9.408, 6.492], [15.127, 9.289, 5.095], [12.799, 6.751, 7.444], [13.306, 1.227, 4.570], [13.998, 0.823, 5.879], [15.417, 0.343, 5.506], [14.120, 2.057, 6.808], [12.809, 2.485, 7.422], [12.326, 1.264, 8.255], [12.190, -0.116, 7.520], [12.321, -1.211, 8.601], [10.733, -0.060, 6.851], [13.303, -0.302, 6.579], [13.202, -1.449, 5.766], [13.445, 0.495, 3.774], [12.226, 1.288, 4.703], [13.704, 2.134, 4.114], [15.467, -0.519, 4.841], [15.909, 1.154, 4.967], [15.996, 0.029, 6.374], [14.818, 1.865, 7.622], [14.558, 2.921, 6.307], [12.953, 3.362, 8.053], [12.078, 2.856, 6.704], [11.354, 1.508, 8.683], [12.959, 1.241, 9.142], [11.450, -1.186, 9.256], [13.182, -1.176, 9.269], [12.199, -2.184, 8.125], [10.621, 0.713, 6.091], [9.924, 0.101, 7.563], [10.657, -0.939, 6.210], [13.810, -2.081, 6.155], [16.020, 9.609, 10.004], [16.416, 10.702, 11.074], [16.307, 12.089, 10.415], [15.463, 10.596, 12.277], [15.747, 9.392, 13.173], [17.220, 9.433, 13.661], [18.263, 9.512, 12.516], [19.610, 9.862, 13.227], [18.306, 8.077, 11.880], [17.840, 10.558, 11.545], [18.884, 10.905, 10.656], [15.528, 10.087, 9.158], [16.890, 9.183, 9.504], [15.534, 8.754, 10.473], [16.610, 12.885, 11.095], [16.845, 12.228, 9.477], [15.274, 12.240, 10.102], [15.571, 11.578, 12.738], [14.404, 10.490, 12.045], [15.130, 9.365, 14.071], [15.394, 8.465, 12.722], [17.359, 8.433, 14.073], [17.396, 10.146, 14.467], [20.517, 9.832, 12.623], [19.612, 9.280, 14.148], [19.568, 10.919, 13.490], [18.981, 8.029, 11.026], [17.296, 7.866, 11.527], [18.774, 7.404, 12.598], [19.300, 11.649, 11.098], [3.698, 2.947, 12.283], [4.226, 4.230, 13.054], [2.966, 4.926, 13.619], [5.153, 3.822, 14.275], [6.618, 3.381, 13.846], [7.238, 4.479, 12.943], [6.381, 4.884, 11.745], [7.049, 6.158, 11.127], [6.546, 3.821, 10.627], [5.008, 5.203, 12.221], [4.268, 5.770, 11.163], [2.741, 2.565, 12.637], [3.556, 3.240, 11.242], [4.501, 2.212, 12.332], [2.124, 5.080, 12.945], [2.468, 4.311, 14.369], [3.257, 5.804, 14.196], [5.176, 4.696, 14.926], [4.661, 3.021, 14.826], [7.245, 3.272, 14.732], [6.672, 2.414, 13.346], [8.257, 4.158, 12.730], [7.313, 5.401, 13.518], [8.069, 5.958, 10.801], [7.017, 6.971, 11.852], [6.552, 6.385, 10.184], [6.319, 4.143, 9.611], [6.071, 2.864, 10.844], [7.591, 3.514, 10.590], [4.056, 6.683, 11.374], [13.227, 7.170, 15.861], [13.425, 8.515, 15.570], [12.495, 9.370, 16.164], [12.470, 10.707, 15.398], [13.792, 11.418, 15.416], [14.083, 11.834, 16.839], [15.345, 12.757, 16.936], [16.464, 12.285, 16.231], [17.526, 13.146, 16.167], [13.259, 6.903, 16.917], [14.003, 6.655, 15.294], [12.284, 6.726, 15.543], [12.616, 9.469, 17.242], [11.487, 8.978, 16.036], [11.639, 11.343, 15.702], [12.347, 10.438, 14.349], [14.532, 10.830, 15.059], [14.177, 10.956, 17.478], [13.284, 12.465, 17.229], [15.589, 13.054, 17.956], [15.037, 13.710, 16.507], [17.631, 13.768, 17.056], [17.272, 13.835, 15.362], [18.482, 12.702, 15.889], [10.872, 9.639, 11.165], [10.770, 8.313, 11.607], [11.993, 7.723, 11.970], [12.705, 7.226, 10.695], [11.813, 6.682, 9.675], [11.489, 5.321, 10.048], [10.424, 4.830, 9.001], [9.936, 3.550, 9.352], [8.900, 3.132, 8.406], [11.240, 9.686, 10.141], [11.477, 10.340, 11.740], [9.955, 10.228, 11.189], [11.803, 6.843, 12.584], [12.650, 8.375, 12.546], [13.480, 6.514, 10.977], [13.357, 8.044, 10.385], [10.976, 7.238, 9.778], [11.036, 5.379, 11.037], [12.385, 4.707, 10.141], [10.906, 4.854, 8.023], [9.582, 5.521, 9.032], [9.433, 2.880, 7.490], [8.240, 3.952, 8.122], [8.258, 2.320, 8.746]], "mulliken_charge": [-2.17, 1.73, -1.48, -1.86, 2.00, -0.94, 2.11, -0.06, -2.12, 0.52, -0.51, 0.52, 0.37, 0.39, 0.21, 0.36, 0.42, 0.58, 0.30, -1.37, -0.24, 0.46, -0.19, -0.51, 0.33, -0.08, 0.63, 0.08, 0.39, 0.35, -1.95, 1.54, -1.46, -1.26, -0.50, -1.40, 1.80, -1.83, -1.99, 0.18, 1.77, 0.36, 0.49, 0.08, 0.26, -0.05, 0.50, 0.37, 0.36, 0.31, 0.44, 0.37, 0.37, 0.20, 0.50, 0.27, 0.06, 0.38, 0.60, -0.19, -2.01, 1.56, -1.58, -1.58, -0.52, -0.95, 1.75, -1.32, -1.78, 0.40, -0.47, 0.41, 0.43, 0.37, 0.37, 0.25, 0.40, 0.54, 0.36, 0.26, 0.53, 0.72, -0.40, 0.16, 0.58, -0.09, 0.21, 0.44, 0.49, 0.38, -0.86, 3.13, -1.81, -0.91, -1.01, -1.26, 1.40, -1.78, -1.88, 0.21, -0.38, -0.26, 0.59, -0.18, 0.48, 0.05, -0.03, -0.59, 0.62, 0.39, 0.42, 0.40, 0.42, 0.38, 0.31, 0.48, 0.41, 0.37, 0.44, 0.35, -1.36, 1.46, -0.77, -1.16, -0.79, -1.25, 2.05, -1.56, -1.98, 0.47, 0.31, 0.45, 0.00, 0.20, 0.66, -0.47, -0.64, 0.10, 0.50, 0.48, 0.35, 0.48, 0.33, 0.04, 0.05, 0.62, 0.53, 0.14, 0.33, -0.27, -1.56, 1.57, -2.02, -1.77, 0.95, -0.79, 2.22, -1.44, -1.60, 0.51, -0.53, 0.39, 0.28, 0.27, 0.40, 0.40, 0.43, 0.45, 0.31, -0.48, 0.08, -0.07, -0.04, -0.06, 0.37, 0.52, 0.30, -0.02, 0.51, 0.36, -1.45, 1.82, -2.37, -0.79, 0.82, -1.78, 1.60, -1.90, -1.68, 0.57, -0.51, 0.81, 0.27, -0.18, 0.49, 0.46, 0.43, 0.58, -0.12, -0.36, 0.30, 0.64, 0.11, 0.35, 0.41, 0.42, 0.37, 0.21, 0.45, 0.33, -1.40, 1.54, -1.94, -1.34, 0.74, 0.57, 2.14, -2.35, -0.77, 0.90, -0.59, 0.39, 0.36, -0.02, 0.37, 0.48, 0.34, 0.41, 0.36, 0.65, -0.99, 0.10, -1.52, 0.09, 0.26, 0.78, 0.53, -0.21, -0.31, 0.32, -0.82, -0.12, 0.65, -0.53, -0.11, -0.61, -0.91, -0.16, -0.93, 0.36, 0.42, 0.01, 0.39, -0.41, 0.37, -0.17, -0.15, 0.30, 0.39, 0.48, 0.44, 0.37, 0.38, 0.22, -0.95, 0.54, 0.20, -1.41, 1.48, -0.89, 0.56, 0.96, -0.54, 0.15, 0.13, 0.35, -0.09, -0.09, 0.80, -0.63, -0.09, -0.06, 0.41, -0.76, 0.08, 0.05, 0.28, -0.35]}

=====

Which one is the least stable? From the structures above, arrangement 1.